This record from the OMol25 dataset describes a structure of composition C28H40B2N12OOsS3 in a non-equilibrium geometry. The level of theory is ωB97M-V/def2-TZVPD.

XYZ file:
```
87
C28H40B2N12OOsS3, DFT ωB97M-V/def2-TZVPD
N 0.353 0.000 1.781
H -0.762 -4.789 -1.138
C -2.257 0.739 -1.311
H -0.239 -6.259 -1.991
N 3.645 -0.960 -2.709
C 0.098 -4.480 2.478
C 2.611 0.135 2.889
H -2.731 -4.557 2.710
C -2.893 -2.539 1.859
H 0.482 -5.853 -0.422
C 2.576 -4.034 -3.556
C -4.631 0.227 1.748
H -1.820 1.653 3.432
N -3.338 0.543 1.451
H 2.745 -0.882 3.267
H 3.009 2.785 -1.557
C 1.940 -3.774 -1.486
H 4.655 -1.144 -4.575
H -0.429 -1.353 -4.167
H -1.762 3.424 0.280
S 2.357 0.167 -0.485
N 2.820 -3.346 -2.407
B 4.012 -2.375 -2.093
C 0.081 -5.446 -1.347
H 3.140 0.220 1.940
C -0.927 -3.524 1.962
C -1.136 4.315 0.330
H -3.095 1.374 -1.069
N -1.984 -1.695 1.356
H 1.070 -4.432 2.013
C -1.042 4.948 1.716
H 0.596 5.896 2.825
C 1.521 -4.873 -3.338
S 0.541 3.780 -0.142
N -0.911 0.424 2.017
H -5.642 4.133 1.909
H 1.089 -0.845 -3.453
C -2.278 -3.701 2.238
H 0.413 6.454 1.171
H 4.097 -2.216 -0.915
H 0.285 -2.312 -2.875
H 3.958 1.524 -4.806
C -0.904 1.191 3.097
B -2.061 -0.163 1.144
H 3.178 -3.906 -4.440
H 3.098 0.805 3.595
H 5.015 -2.762 -2.603
H 3.103 3.192 -3.280
C 0.393 1.250 3.610
C 1.170 0.481 2.775
H -0.282 -5.497 2.385
H 1.591 2.531 -2.610
C -0.681 -0.504 -2.253
H -3.928 -2.268 1.934
C -4.644 3.889 1.553
H -3.926 4.410 2.186
H -1.832 5.684 1.855
H 1.388 3.668 2.040
N 1.138 -4.702 -2.040
C 3.772 0.815 -4.016
C 0.122 -1.293 -3.230
H 0.226 -4.292 3.546
N -0.746 -2.319 1.363
C 1.312 4.497 1.333
N 3.154 1.161 -2.863
H -4.553 4.278 0.537
C -5.344 1.386 1.846
C -4.414 2.415 1.584
N -0.660 -0.700 -0.891
C 4.092 -0.515 -3.906
C -1.676 0.396 -2.539
H 2.304 4.862 1.076
N -1.644 0.077 -0.354
H 0.716 1.769 4.497
N -3.215 1.909 1.344
H 1.035 -5.584 -3.986
H -1.447 5.028 -0.434
C 2.675 2.509 -2.553
O 0.623 2.261 0.002
C 0.346 5.575 1.815
Os 0.812 -1.237 0.330
H -6.391 1.484 2.080
C 3.053 0.061 -2.070
H -2.004 0.698 -3.520
S 1.966 -3.287 0.163
H -1.163 4.180 2.483
H -4.986 -0.777 1.883
```

For the LUMO energy (spin up / spin down), the calculation gives -11.3 / -11.8 eV. The largest force on an atom comes out at 1.13 eV/A. The calculation puts the energy above the lowest of the compared OMol25 structures with the same formula, charge and spin at 166.17 kJ/mol. The value obtained for the HOMO-LUMO gap (spin up / spin down) is 4.9 / 4.3 eV. As for the total charge: +3. The multiplicity is 2. For the total energy, the calculation gives -85917.1940 eV.